Entry 1:
ORCA calculation (wB97M-V/def2-TZVPD) on a molecular structure, C11H25N2O5P2Yb.

Geometry as XYZ:
```
46
Properties=species:S:1:pos:R:3:mulliken_spin:R:1
C 2.59 -0.99 1.92 -0.062
C 1.63 -0.18 1.24 -0.106
N 0.41 -0.72 0.84 0.115
C 0.01 -1.86 1.44 0.063
C 0.88 -2.62 2.22 -0.059
C 2.21 -2.22 2.41 0.022
C 1.97 1.18 1.05 0.104
P 0.92 2.57 0.83 0.103
Yb -0.48 0.22 -1.42 1.040
P -2.18 -1.82 -0.33 0.091
C -1.45 -2.28 1.30 -0.024
O 4.61 0.12 -1.88 -0.020
O 0.96 1.70 -2.78 -0.568
H 3.59 -0.60 2.08 -0.006
H 0.49 -3.54 2.64 -0.002
H 2.89 -2.84 3.00 0.002
C 0.72 3.53 2.35 0.003
C 1.79 3.61 -0.36 -0.062
H -1.49 -3.37 1.45 0.003
H -2.03 -1.76 2.09 -0.005
H 5.28 0.16 -2.55 -0.012
H 3.04 1.41 1.09 -0.016
C -3.92 -1.76 0.23 0.003
C -2.17 -3.51 -1.05 0.023
H -1.18 -1.32 -3.17 0.111
H 0.45 2.27 -3.39 0.078
H 1.74 1.47 -3.33 0.217
H 4.16 -0.72 -2.09 0.020
H -0.38 2.32 0.28 -0.007
H -1.90 -1.26 -2.97 -0.010
H 1.66 4.08 2.52 0.001
H -0.11 4.24 2.22 -0.001
H 0.54 2.85 3.19 0.002
H 2.71 3.97 0.15 -0.017
H 2.05 3.00 -1.25 0.074
H 1.13 4.45 -0.61 -0.008
H -2.80 -4.19 -0.45 0.002
H -2.56 -3.43 -2.07 -0.001
H -1.14 -3.88 -1.10 0.006
H -4.36 -2.76 0.27 0.002
H -3.99 -1.28 1.21 0.001
H -4.47 -1.14 -0.49 0.010
O -3.96 2.39 -2.10 0.005
N -3.01 1.74 -1.69 0.015
O -2.99 1.04 -0.61 -0.013
O -1.86 1.73 -2.34 -0.116
```

**2S+1**: 2
**HOMO energy (spin up / spin down)**: -3.212 / -6.883 eV
**Gap between HOMO and LUMO (spin up / spin down)**: 0.131 / 0.262 hartree
**Energy relative to the best compared isomer or geometry (same formula, charge and spin)**: 1.949 eV

Entry 2:
ORCA calculation (wB97M-V/def2-TZVPD) on a molecular structure, C40H39AuBrF3N2.

Geometry as XYZ:
```
86
Properties=species:S:1:pos:R:3:lowdin_charge:R:1
Au -0.16 -0.40 0.60 1.253
Br 1.11 -3.69 1.05 0.855
C -0.46 -3.76 2.05 -0.622
C -0.55 -4.70 3.03 -0.130
C -1.77 -4.94 3.69 -0.072
C -2.89 -4.27 3.30 -0.036
C -2.82 -3.29 2.28 -0.164
C -4.02 -2.68 1.85 -0.025
C -4.01 -1.74 0.87 -0.076
C -2.78 -1.31 0.34 -0.114
C -1.58 -1.82 0.78 -0.233
C -1.58 -2.95 1.68 -0.209
H 0.32 -5.30 3.27 0.098
H -1.82 -5.69 4.48 0.107
H -3.85 -4.49 3.75 0.113
H -4.95 -2.99 2.31 0.117
H -4.93 -1.31 0.50 0.106
H -2.79 -0.53 -0.40 0.065
C -5.27 1.72 1.32 -0.064
C -4.15 2.66 0.85 -0.349
C -3.03 2.59 1.89 -0.073
C -3.87 2.40 -0.64 -0.122
C -4.94 2.71 -1.47 -0.058
C -4.92 2.44 -2.82 -0.075
C -3.80 1.85 -3.38 -0.039
C -2.69 1.55 -2.61 -0.135
C -1.49 0.94 -3.33 -0.361
C -1.30 -0.54 -3.03 -0.060
C -0.17 1.70 -3.18 -0.059
C -2.73 1.85 -1.23 -0.182
N -1.56 1.58 -0.46 0.046
C -0.80 2.58 -0.24 -0.139
C 0.41 2.50 0.53 -0.321
C 1.23 3.54 0.92 -0.025
C 2.20 2.98 1.77 -0.046
C 1.94 1.62 1.87 -0.242
N 0.84 1.32 1.11 -0.037
C 2.75 0.68 2.74 -0.543
C 2.68 1.19 4.18 -0.045
C 4.21 0.70 2.26 -0.035
C 2.27 -0.76 2.71 -0.104
H -5.68 2.07 2.27 0.081
H -4.87 0.72 1.48 0.057
H -6.09 1.65 0.60 0.072
H -4.54 3.68 0.89 0.135
H -2.54 1.61 1.89 0.063
H -3.48 2.74 2.87 0.081
H -2.26 3.35 1.76 0.073
H -5.82 3.18 -1.04 0.114
H -5.77 2.70 -3.45 0.102
H -3.77 1.63 -4.44 0.110
H -1.76 1.01 -4.39 0.121
H -1.10 -0.71 -1.97 0.020
H -0.45 -0.94 -3.58 0.082
H -2.19 -1.11 -3.30 0.085
H 0.32 1.52 -2.22 0.050
H -0.32 2.78 -3.30 0.085
H 0.53 1.38 -3.96 0.081
H -1.03 3.57 -0.64 0.151
H 1.12 4.57 0.64 0.106
H 2.98 3.51 2.28 0.103
H 3.00 2.22 4.26 0.076
H 3.32 0.58 4.83 0.084
H 1.66 1.12 4.56 0.090
H 4.63 1.71 2.30 0.081
H 4.28 0.35 1.23 0.071
H 4.82 0.05 2.89 0.087
H 1.23 -0.86 3.03 0.071
H 2.88 -1.36 3.40 0.092
H 2.37 -1.21 1.72 0.003
F 8.07 -2.52 -3.47 0.139
C 7.08 -1.98 -4.22 -0.586
F 7.56 -0.84 -4.73 0.138
F 6.88 -2.83 -5.24 0.136
C 5.83 -1.76 -3.41 -0.123
C 4.79 -2.67 -3.46 -0.003
C 3.65 -2.45 -2.70 -0.010
C 3.55 -1.32 -1.90 -0.234
C 4.61 -0.41 -1.84 -0.012
C 5.75 -0.63 -2.60 -0.002
C 2.36 -1.06 -1.14 -0.102
C 1.35 -0.84 -0.51 -0.209
H 4.86 -3.54 -4.09 0.122
H 2.83 -3.15 -2.73 0.120
H 4.53 0.46 -1.21 0.112
H 6.57 0.07 -2.56 0.125
```

**HOMO energy**: -7.833 eV
**Gap between HOMO and LUMO**: 0.225 hartree

Entry 3:
ORCA calculation (wB97M-V/def2-TZVPD) on a molecular structure, C18H48F4HfN2O26S10.

Geometry as XYZ:
```
109
Properties=species:S:1:pos:R:3:lowdin_charge:R:1
Hf -2.34 0.22 1.82 2.127
N -1.42 1.34 3.48 -0.419
S -0.04 1.55 4.33 0.500
O 0.18 0.48 5.22 -0.204
O 0.33 2.87 4.65 -0.152
F 0.90 1.21 3.10 -0.163
S -2.37 2.31 4.49 0.559
O -2.54 3.63 4.03 -0.181
O -2.41 1.94 5.84 -0.148
F -3.72 1.65 3.84 -0.233
N -0.62 0.34 0.41 -0.341
S 0.17 1.79 -0.11 0.551
O -0.56 2.59 -1.02 -0.193
O 1.58 1.90 -0.01 -0.148
F -0.22 2.52 1.26 -0.209
S 0.18 -0.41 -0.78 0.476
O 1.56 -0.72 -0.69 -0.168
O -0.39 -0.15 -2.06 -0.199
F -0.40 -1.85 -0.40 -0.194
O -2.56 -1.93 0.95 -0.432
S -2.76 -3.38 1.10 0.658
O -2.53 -3.94 2.38 -0.224
O -4.31 -3.61 0.79 -0.247
C -5.01 -4.67 1.48 -0.246
C -6.50 -4.44 1.49 -0.050
C -2.01 -4.22 -0.25 -0.063
H -4.72 -4.88 2.50 0.124
H -4.87 -5.54 0.84 0.131
H -6.93 -5.28 2.03 0.099
H -6.95 -4.36 0.50 0.083
H -6.73 -3.57 2.11 0.088
H -2.46 -3.90 -1.18 0.076
H -2.19 -5.29 -0.13 0.107
H -0.94 -4.02 -0.18 0.069
O -5.32 0.18 -1.62 -0.217
S -3.92 -0.08 -1.63 0.644
O -3.12 0.26 -0.45 -0.422
O -3.71 -1.62 -1.90 -0.264
C -4.39 -2.25 -3.01 -0.217
C -5.23 -3.43 -2.53 -0.044
C -3.28 0.67 -3.13 -0.052
H -3.61 -2.75 -3.58 0.130
H -4.92 -1.57 -3.66 0.126
H -5.29 -4.24 -3.26 0.097
H -6.20 -3.09 -2.17 0.091
H -4.79 -3.99 -1.70 0.057
H -2.38 0.16 -3.45 0.070
H -3.19 1.73 -2.89 0.065
H -4.09 0.58 -3.85 0.088
O 4.19 1.84 -7.83 -0.254
S 4.16 0.89 -6.77 0.576
O 4.66 1.19 -5.47 -0.283
O 2.67 0.33 -6.67 -0.236
C 2.29 -0.39 -5.49 -0.278
C 0.79 -0.42 -5.33 -0.076
C 5.15 -0.50 -7.33 -0.112
H 2.71 0.05 -4.58 0.115
H 2.59 -1.43 -5.60 0.121
H 0.25 -0.68 -6.24 0.084
H 0.46 0.55 -4.96 0.076
H 0.56 -1.20 -4.60 0.068
H 4.92 -1.33 -6.66 0.059
H 6.19 -0.24 -7.20 0.077
H 4.85 -0.87 -8.31 0.074
O -3.33 3.32 -1.19 -0.237
S -3.11 3.58 0.19 0.635
O -2.93 2.51 1.19 -0.406
O -1.87 4.52 0.39 -0.249
C -1.56 5.45 -0.70 -0.237
C -0.20 6.05 -0.49 -0.036
C -4.37 4.69 0.76 -0.054
H -2.32 6.24 -0.72 0.124
H -1.75 5.04 -1.69 0.121
H 0.56 5.28 -0.59 0.083
H -0.09 6.63 0.42 0.095
H -0.06 6.78 -1.29 0.101
H -4.14 4.93 1.80 0.086
H -5.30 4.13 0.68 0.090
H -4.31 5.59 0.15 0.085
O 8.78 0.71 1.63 -0.267
S 8.06 1.90 1.96 0.588
O 8.55 3.17 1.54 -0.252
O 6.54 1.74 1.41 -0.245
C 5.67 0.84 2.10 -0.278
C 4.32 1.05 1.41 -0.058
C 7.88 1.95 3.73 -0.130
H 5.71 0.89 3.19 0.099
H 5.99 -0.19 1.91 0.116
H 3.52 0.81 2.11 0.063
H 4.17 0.36 0.58 0.076
H 4.32 1.99 0.86 0.091
H 8.81 2.16 4.24 0.085
H 7.72 0.91 4.02 0.065
H 7.04 2.60 3.99 0.078
O -0.83 -1.26 2.78 -0.429
S 0.31 -2.20 2.86 0.654
O 0.28 -3.27 1.94 -0.230
O 1.59 -1.31 2.64 -0.222
C 2.73 -1.95 2.01 -0.235
C 3.95 -2.15 2.92 -0.022
C 0.47 -2.74 4.53 -0.048
H 3.06 -1.21 1.29 0.078
H 2.61 -2.89 1.47 0.131
H 4.73 -2.78 2.51 0.104
H 3.54 -2.73 3.76 0.074
H 4.36 -1.19 3.20 0.063
H -0.16 -3.62 4.64 0.096
H 0.19 -1.94 5.20 0.073
H 1.52 -2.95 4.73 0.084
```

**HOMO energy**: -13.808 eV
**Gap between HOMO and LUMO**: 0.190 hartree
**Net charge**: +2
**Energy relative to the best compared isomer or geometry (same formula, charge and spin)**: 0.000 eV

Entry 4:
ORCA calculation (wB97M-V/def2-TZVPD) on 3 unconnected molecules or ions with the total composition C2H6NO2P.

Geometry as XYZ:
```
12
Properties=species:S:1:pos:R:3:lowdin_charge:R:1
C -0.30 -1.24 -0.45 -0.499
C 1.65 1.37 0.01 -0.441
N 0.82 -1.83 0.03 0.044
O 2.17 0.65 -0.84 0.002
O 0.48 1.16 0.60 -0.378
P -0.90 0.37 -0.19 0.929
H -1.05 -1.89 -0.90 0.055
H 2.22 2.21 0.52 0.151
H 1.16 -2.66 -0.39 0.102
H -3.57 1.36 0.24 -0.048
H 1.36 -1.10 0.46 0.063
H -4.05 1.60 0.91 0.020
```

**HOMO energy**: -8.202 eV
**Gap between HOMO and LUMO**: 0.330 hartree
**Energy relative to the best compared isomer or geometry (same formula, charge and spin)**: 2.449 eV

Number 1: largest force on an atom 2.52 eV/Å, molar mass 500.3 g mol⁻¹. Number 2: largest force on an atom 1.12 eV/Å, molar mass 881.6 g mol⁻¹. Number 3: largest force on an atom 8.15 eV/Å, molar mass 1283.7 g mol⁻¹. Number 4: largest force on an atom 3.12 eV/Å, molar mass 107.0 g mol⁻¹.